# 1
# C5H9NO

The molecule C5H9NO at a distorted geometry (ωB97M-V/def2-TZVPD, the Open Molecules 2025 dataset).

Properties
- energy (eV) = -8868.086
- multiplicity = 1
- SMILES = C[C@@H](O)[C@@H](C)C#N
- orbital gap (eV) = 11.39

Structure (XYZ):
```
16
Properties=species:S:1:pos:R:3:forces:R:3
C -1.85341 0.05613 -0.29910 0.0 0.0 0.0
C -0.59811 -0.43552 0.41123 -0.1 0.3 0.2
O -0.19464 -1.70579 -0.07335 -0.2 -0.2 0.1
C 0.60457 0.53811 0.29414 0.0 0.1 0.1
C 1.96501 -0.15327 0.15980 0.1 -0.1 0.0
C 0.44944 1.54224 -0.77207 -0.1 0.6 -0.7
N 0.34608 2.35716 -1.58675 0.1 -0.8 0.7
H -2.08829 1.09727 -0.05108 0.0 -0.2 0.0
H -2.70396 -0.56864 -0.00825 0.1 0.1 -0.1
H -1.72066 -0.01056 -1.38292 0.0 0.0 0.1
H -0.81553 -0.50198 1.49146 0.1 -0.1 -0.2
H -0.87422 -2.33741 0.19524 0.2 0.0 -0.2
H 0.59192 1.09925 1.23275 0.1 0.2 -0.1
H 2.76319 0.59349 0.18374 -0.1 -0.1 0.0
H 2.02113 -0.71282 -0.77496 0.0 0.1 0.1
H 2.10746 -0.85766 0.98010 0.0 0.1 0.0
```
Forces are in eV/Å.

---

# 2
# C5H9NO

A cluster of 2 separate species, C5H9NO in total at a distorted geometry (ωB97M-V/def2-TZVPD, the Open Molecules 2025 dataset).

Properties
- energy (eV) = -8868.405
- multiplicity = 1
- SMILES = Cc1ccc[nH]1.O
- orbital gap (eV) = 9.25

Structure (XYZ):
```
16
Properties=species:S:1:pos:R:3:forces:R:3
C -0.82648 -1.40928 -1.51187 -0.6 -0.5 0.4
C -0.30654 -0.82880 -0.23581 0.4 0.1 -1.0
C -0.85117 -0.04953 0.73826 -0.4 0.4 0.6
C 0.17719 0.31976 1.65881 -0.1 -0.1 -0.4
C 1.32870 -0.21342 1.17733 0.6 -0.6 -0.3
N 1.02956 -0.91534 0.03019 0.3 0.3 0.6
H -0.05676 -1.43991 -2.28218 0.0 -0.2 0.1
H -1.26347 -2.40142 -1.33269 0.4 0.0 -0.2
H -1.65441 -0.85056 -1.92105 -0.2 0.5 0.0
H -1.87228 0.28632 0.80663 -0.1 -0.2 -0.1
H 0.08946 0.91212 2.54112 -0.1 0.3 0.3
H 2.35276 -0.21896 1.51203 -0.1 0.2 0.2
H 1.72281 -1.42547 -0.48378 -0.1 -0.1 -0.2
O -0.35468 2.65007 -1.02238 0.0 -0.1 -0.1
H 0.32724 2.00700 -0.79616 0.0 0.1 0.1
H -1.16443 2.18614 -0.78296 0.0 0.1 0.0
```
Forces are in eV/Å.

---

# 3
# C5H9NO

The molecule C5H9NO at a distorted geometry (ωB97M-V/def2-TZVPD, the Open Molecules 2025 dataset).

Properties
- energy (eV) = -8865.581
- multiplicity = 1
- SMILES = C=NCCCC=O
- orbital gap (eV) = 10.33

Structure (XYZ):
```
16
Properties=species:S:1:pos:R:3:forces:R:3
C 1.95767 0.91696 0.36633 -2.3 -0.7 -2.1
N 1.33810 0.45006 -0.71297 0.5 0.8 3.2
C 0.21497 1.23461 -1.30466 0.4 1.5 0.1
C -1.20200 0.52106 -1.20652 3.4 -3.2 0.7
C -1.26071 -0.21463 0.23067 -2.3 1.2 0.3
C -0.77600 -1.53870 0.83197 -2.2 -2.0 -1.6
O -0.02584 -1.62754 1.74169 1.6 0.7 1.1
H 2.43655 0.29098 1.11605 0.6 -0.8 -1.0
H 1.94062 1.92918 0.81336 -0.8 0.1 -0.9
H 0.14451 2.19510 -0.65632 0.0 -0.9 -1.6
H 0.41828 1.36807 -2.43230 -0.1 0.3 1.9
H -1.17337 -0.26498 -1.99594 -0.3 0.4 0.5
H -2.01988 1.17162 -1.44541 -0.3 0.5 0.4
H -2.37483 -0.21585 0.52331 1.4 -0.2 -0.3
H -0.78637 0.40950 0.97334 0.0 0.9 0.0
H -1.34902 -2.52950 0.65443 0.4 1.3 -0.8
```
Forces are in eV/Å.

---

# 4
# C5H9NO

A structure of composition C5H9NO at a distorted geometry (ωB97M-V/def2-TZVPD, the Open Molecules 2025 dataset).

Properties
- energy (eV) = -8864.150
- multiplicity = 1
- orbital gap (eV) = 10.05

Structure (XYZ):
```
16
Properties=species:S:1:pos:R:3:forces:R:3
C -0.66572 1.39273 0.73491 0.2 2.2 -2.3
C -0.93020 0.91961 -0.82979 0.6 -1.5 -1.0
C -0.33604 -0.58268 -0.56283 -2.8 1.8 0.5
C 1.34930 -1.66775 -0.21517 -2.5 -1.6 1.3
C 0.91239 -0.27284 0.19034 -1.8 1.3 -1.6
H -0.60216 2.58606 0.79380 0.8 -2.6 -0.1
H -1.64570 1.27782 1.21795 0.5 -0.8 0.3
H -0.45714 1.33179 -1.82387 -0.4 0.0 2.5
H -2.03754 0.93468 -0.98757 0.9 -0.1 0.0
H -1.24701 -0.90701 0.05554 1.6 -0.9 -0.4
H 2.38363 -1.77794 -0.32461 1.5 -0.2 -1.5
H 1.02280 -2.57796 0.34691 0.1 1.1 0.3
H 1.40098 0.38208 -0.58544 0.3 -0.4 1.1
H 0.05422 0.02794 2.01241 -0.1 -0.9 0.8
N 0.49136 0.55815 1.30111 -0.2 1.7 0.0
O 0.30682 -1.62468 -1.32369 1.3 0.8 0.2
```
Forces are in eV/Å.

---

# 5
# C5H9NO

The molecule C5H9NO (ωB97M-V/def2-TZVPD, the Open Molecules 2025 dataset).

Properties
- energy (eV) = -8867.609
- multiplicity = 1
- SMILES = CC1(C)NCC1=O
- orbital gap (eV) = 10.48

Structure (XYZ):
```
16
Properties=species:S:1:pos:R:3:forces:R:3
C 1.47467 -0.80670 -0.34025 0.0 0.0 0.0
C 0.22655 0.02028 -0.07752 0.2 0.1 -0.1
C 0.45350 1.48625 -0.44081 0.0 0.1 0.0
N -1.01533 -0.49020 -0.74118 0.0 -0.2 -0.2
C -1.81341 -0.33159 0.50221 -0.2 0.0 0.2
C -0.51268 -0.09232 1.27274 0.1 0.1 0.4
O -0.19610 -0.07089 2.42939 -0.1 0.0 -0.6
H 2.31337 -0.46040 0.27059 -0.1 0.0 0.0
H 1.76027 -0.69962 -1.39420 -0.1 0.0 0.2
H 1.31699 -1.87192 -0.13736 0.0 0.2 0.0
H 1.25314 1.90992 0.17467 -0.1 0.0 -0.1
H -0.45729 2.07692 -0.29263 0.2 -0.1 0.0
H 0.73707 1.55867 -1.49679 -0.1 0.0 0.2
H -0.89146 -1.48302 -0.92186 -0.1 0.1 -0.1
H -2.46432 0.54922 0.45938 0.1 -0.1 0.1
H -2.41129 -1.19195 0.81202 0.1 0.0 0.0
```
Forces are in eV/Å.

---

# 6
# C5H9NO

The molecule C5H9NO (ωB97M-V/def2-TZVPD, the Open Molecules 2025 dataset).

Properties
- energy (eV) = -8866.784
- multiplicity = 1
- SMILES = CC(=O)[C@@H]1CN1C
- orbital gap (eV) = 10.35

Structure (XYZ):
```
16
Properties=species:S:1:pos:R:3:forces:R:3
C -1.43512 1.25722 1.37016 0.0 0.1 0.0
C -1.39903 -0.11048 0.75086 -0.2 -0.1 0.1
O -2.07236 -1.03137 1.16734 -0.2 0.5 -0.2
C -0.38559 -0.46869 -0.28898 -0.2 -0.3 0.0
C 0.84804 -0.80913 0.46970 0.2 -0.2 0.2
N 0.85672 0.22819 -0.53973 -0.1 0.1 0.1
C 1.52332 -0.04911 -1.80945 0.0 0.0 -0.1
H -1.74645 1.15821 2.41282 0.0 0.1 -0.2
H -0.47997 1.78283 1.28812 -0.1 -0.1 -0.1
H -2.19291 1.83541 0.83148 0.1 0.0 0.1
H -0.71516 -1.20785 -1.01902 0.0 0.0 0.2
H 1.13498 -1.84433 0.32856 0.7 0.2 -0.3
H 0.94344 -0.42702 1.48448 0.0 -0.2 -0.1
H 2.51723 0.41159 -1.79846 -0.2 -0.1 0.1
H 0.95446 0.39905 -2.62989 0.1 0.0 0.2
H 1.64839 -1.12453 -2.01797 -0.1 0.2 0.1
```
Forces are in eV/Å.

---

# 7
# C5H9NO

The molecule C5H9NO (ωB97M-V/def2-TZVPD, the Open Molecules 2025 dataset).

Properties
- energy (eV) = -8864.596
- multiplicity = 1
- orbital gap (eV) = 9.30

Structure (XYZ):
```
16
Properties=species:S:1:pos:R:3:forces:R:3
C -2.03076 -0.55648 0.08009 0.0 -0.1 0.0
C -1.45851 0.62427 0.81945 -0.3 0.0 -0.1
N -0.33694 0.50326 1.72291 0.1 -0.2 0.1
C -0.14765 1.25248 0.46861 0.1 0.3 -0.2
C 0.77677 0.82118 -0.60549 -0.1 -0.2 0.5
C 2.47508 -0.69364 -0.93924 0.3 -0.1 -0.2
O 1.23592 -0.37426 -0.29863 0.0 0.5 0.0
H -2.57305 -0.22467 -0.81120 0.1 -0.1 0.1
H -2.73592 -1.08986 0.72691 0.1 0.0 -0.1
H -1.24786 -1.25556 -0.23030 -0.1 0.1 0.0
H -2.20557 1.33195 1.17748 0.1 -0.1 -0.1
H 0.10359 -0.40960 1.60119 -0.1 0.1 0.0
H -0.07934 2.33144 0.59336 -0.1 -0.1 0.0
H 2.68644 0.09639 -1.66149 0.1 -0.2 0.0
H 2.42555 -1.67726 -1.40617 -0.1 0.1 0.1
H 3.22094 -0.69448 -0.14130 0.0 -0.1 -0.2
```
Forces are in eV/Å.

---

# 8
# C5H9NO

The molecule C5H9NO at a distorted geometry (ωB97M-V/def2-TZVPD, the Open Molecules 2025 dataset).

Properties
- energy (eV) = -8866.602
- multiplicity = 1
- SMILES = [H]/N=C1/CCCCO1
- orbital gap (eV) = 10.74

Structure (XYZ):
```
16
Properties=species:S:1:pos:R:3:forces:R:3
H 0.06468 -2.54615 0.45412 0.0 -0.1 0.1
N -0.41302 -1.78183 0.93607 -0.9 -0.5 -0.3
C -0.93440 -1.02380 0.05872 0.5 0.1 0.8
C -1.37665 0.35492 0.49105 0.0 0.0 0.0
C -0.00612 1.03909 0.80179 0.2 0.1 -0.1
C 1.11898 0.31650 0.02668 0.7 0.9 -0.8
C 0.67680 -0.15798 -1.31499 -2.2 -1.7 -0.4
O -0.68920 -1.12973 -1.26790 2.4 1.0 0.0
H -1.91325 0.87322 -0.31114 0.1 -0.2 0.1
H -2.01148 0.32232 1.37853 0.1 0.0 -0.1
H 0.17689 0.99610 1.88039 0.1 0.0 -0.3
H -0.00390 2.09184 0.50697 -0.2 0.0 0.1
H 1.79637 0.98916 -0.56726 0.3 0.5 1.6
H 1.75255 -0.35139 0.63046 -0.5 0.1 -0.4
H 1.50680 -0.66389 -1.82995 -0.8 -0.2 -0.1
H 0.25495 0.67162 -1.87353 0.2 0.0 -0.2
```
Forces are in eV/Å.

---

Q: Which LUMO values were calculated for the entries above? A: 0.0219, 0.0311, 0.0290, 0.0412, 0.0340, 0.0376, 0.0274, 0.0329, in hartree.
Q: Which energy above the lowest of the compared OMol25 structures with the same formula, charge and spin values were calculated for the entries above? A: 26.0, 18.6, 83.7, 116.8, 37.0, 56.0, 106.5, 60.2, in kcal per mole.